(1)
50
Properties=species:S:1:pos:R:3 method="wB97M-V/def2-TZVPD" lumo_energy_ev=0.644 smiles="COc1cc(CCC(=O)OCC(=O)Nc2ccc(Br)cc2F)cc(OC)c1OC" gap_ev=8.73
C 3.4610 1.1831 -0.4950
C -2.7287 -0.5669 1.6707
H 1.9674 -0.1696 -2.3279
H 1.6025 2.3532 1.0930
C -0.8242 -1.8064 0.7986
H -2.4380 -0.8129 -2.5264
H -2.8356 2.7714 -0.2494
Br -5.3531 -0.6774 0.6014
N 0.5418 -2.0555 0.8991
C -2.9230 2.1264 -1.1249
C -0.2305 1.7208 0.1889
H -3.6434 -2.5283 -0.9329
C -0.5577 2.9307 2.2179
O -1.0892 2.3102 1.0709
H 2.9106 -3.0975 1.5246
H 3.7964 2.2145 -0.6267
H 0.0500 3.8035 1.9584
C 2.7930 -2.8034 0.4745
H -3.1207 0.1516 2.3722
C 3.2719 -0.6135 1.2288
H 5.0353 0.5092 0.8276
C -0.8336 1.0074 -0.8677
C -1.7474 -0.4332 -3.2802
H 0.0349 2.2290 2.8111
C -3.0037 -2.0705 -0.1940
O 3.3850 -1.5250 0.2650
C -3.5240 -1.1558 0.7031
O -0.4137 -0.4388 -2.8218
H -2.5736 2.6691 -2.0103
H -2.0609 0.5680 -3.5885
F -0.6021 -0.3378 2.6388
O -2.2116 0.9138 -0.9576
C 3.9579 0.6781 0.8687
H 3.9027 0.5759 -1.2847
C 1.1487 1.7872 0.2971
O 0.8952 -3.5418 -0.7997
C 1.3011 -2.8438 0.0981
H -1.2421 -3.0880 -0.8561
C -0.0166 0.3250 -1.7733
C 1.3721 0.3795 -1.6162
O 2.6779 -0.8077 2.2628
C -1.6597 -2.3919 -0.1482
H -1.7479 -1.0926 -4.1478
H 1.0170 -1.5545 1.6493
H -3.9636 1.8368 -1.2634
C -1.3948 -0.9054 1.7023
H 3.7461 1.3952 1.6616
C 1.9602 1.1151 -0.6109
H 3.3311 -3.4920 -0.1787
H -1.4202 3.2556 2.7980



(2)
16
Properties=species:S:1:pos:R:3 method="wB97M-V/def2-TZVPD" lumo_energy_ev=0.703 e_above_lowest_kcal_mol=82.9 gap_ev=8.66
C 1.0470 0.0047 0.1223
H 2.9623 -0.0856 1.1369
H 0.0433 -1.8216 -0.4142
H 2.6964 -1.3168 -0.0978
C 2.5164 -0.2662 0.1495
N 0.4918 1.3198 0.3788
H 3.0642 0.3451 -0.5781
H 0.2575 1.8812 -0.4627
C -1.0834 1.2666 0.4441
H -3.3552 0.2302 -0.2021
H -2.6712 -0.9046 -1.3804
H -2.8759 -1.4029 0.3060
C -0.0199 -0.7719 -0.1385
C -2.6107 -0.5588 -0.3403
H 0.9673 1.9288 1.0416
C -1.2550 -0.0096 -0.0121



(3)
12
Properties=species:S:1:pos:R:3 method="wB97M-V/def2-TZVPD" lumo_energy_ev=0.850 e_above_lowest_kcal_mol=86.8 smiles=C#CC[C@@H]1CS1 gap_ev=9.69
C 0.6960 0.5473 0.0031
H 1.4949 -0.0391 -0.2988
C 0.7790 0.5116 1.4319
S 1.3684 2.1066 0.5661
C -0.5077 0.5387 -0.9480
C -0.9204 -0.9799 -0.8720
C -1.1125 -2.2098 -0.4989
H -0.1707 1.0027 -1.9077
H -1.5905 -3.2804 -0.7101
H 1.5317 0.0840 1.8449
H -0.0634 0.7037 2.2062
H -1.5049 1.0146 -0.8167



(4)
15
Properties=species:S:1:pos:R:3 method="wB97M-V/def2-TZVPD" lumo_energy_ev="0.166 / 0.166" e_above_lowest_kcal_mol=90.4 gap_ev="7.90 / 7.90"
C 1.9573 -0.6516 0.4280
H -0.4342 2.3851 -0.1778
H -1.9767 1.6034 0.2618
C 1.0222 0.3071 -0.0772
H -0.5756 -1.8057 -1.3054
C -1.0400 1.4849 -0.2824
H 1.3733 1.1152 -0.7048
C -1.0024 -0.5818 0.8788
H -1.2429 1.2934 -1.3387
H 1.5635 -1.3782 1.1765
H -0.5347 -1.5001 1.2037
H 0.0897 -1.5346 -1.5234
O 3.1381 -0.6918 0.1100
H -2.0426 -0.3809 1.0913
N -0.2950 0.3355 0.2597



(5)
32
Properties=species:S:1:pos:R:3 method="wB97M-V/def2-TZVPD" total_charge=+1 lumo_energy_ev=-4.961 gap_ev=7.14
C 2.3948 -3.9745 0.8596
O 4.9311 -2.0178 2.3794
H -3.4783 2.3947 0.2254
H 0.5678 -1.2069 1.9612
C 3.6081 -3.6201 1.2809
H -0.8479 2.5376 1.7804
C 3.8291 -2.3417 1.9955
C 1.4394 -1.8283 1.8032
H -2.1818 0.6769 1.3380
C 1.2194 -3.1047 1.0882
H 2.2125 -4.9040 0.3357
N -2.5208 2.4081 -1.6503
H -3.6112 0.8947 -0.6522
B -1.4863 1.6863 -2.5342
H -1.7253 -0.1029 -3.5239
H 2.8326 -0.5411 2.7467
H -1.1323 3.0866 -3.8394
C -2.8991 1.6859 -0.3779
N -1.3864 0.2361 -2.6318
O 0.1124 -3.4227 0.7008
C 2.6517 -1.4718 2.2237
H 4.4800 -4.2416 1.1229
C -1.7345 1.0583 0.4095
H -1.3081 0.1701 -0.0711
C -0.5955 2.0284 0.8476
H -3.3788 2.4630 -2.2138
H 0.8599 0.9196 0.3362
O -0.6175 2.5061 -3.2765
O 0.5359 1.2054 1.1840
H -0.2518 2.7189 0.0653
Cl -2.1195 4.0901 -1.3564
H -0.3994 0.0116 -2.5565



(6)
53
Properties=species:S:1:pos:R:3 method="wB97M-V/def2-TZVPD" lumo_energy_ev=0.609 smiles=Cc1[nH]c2ccccc2c1[C@H](O)CN1CCN(c2cccc(C(F)(F)F)c2)CC1 gap_ev=8.30
H -2.6714 -1.5626 -2.2547
H 0.1841 0.0675 0.5168
H 2.4502 -2.6548 -1.3339
C -3.8447 -0.2788 -0.3936
C 0.0049 -0.4861 1.4568
O -2.3668 -1.9181 -1.4128
C -0.0424 -2.5954 0.3449
C -2.4811 -0.8982 -0.4316
C 2.9187 -1.2122 0.2041
N 2.0949 -1.7192 1.1821
H -2.2334 2.1331 0.1016
C -4.1120 1.1064 -0.1563
H -0.5542 0.1584 2.1385
C -5.0554 -0.9038 -0.5340
H -4.4725 -2.9016 -0.9316
H 1.1523 -3.3760 1.9466
C 1.3191 -2.9224 0.9645
H 4.0130 -1.7960 -2.9610
H 1.2115 -1.3581 3.0177
F 6.4894 1.2213 0.6921
H 5.4169 0.1831 -2.4616
H -0.6330 -3.5042 0.2221
H -2.5699 -0.8811 1.7227
H -6.0224 -2.4395 -1.6549
H -1.7508 -0.1026 -0.6497
C -5.5189 1.2578 -0.1769
H 3.7083 0.3799 1.4368
H -7.2018 2.5911 -0.0011
H -7.0416 -0.1793 -0.4787
C 5.4612 1.5632 -0.1133
C 4.6094 0.3848 -0.4807
F 6.0089 2.1785 -1.1714
C 3.7347 -0.1033 0.4734
H 1.8768 -3.6309 0.3542
C -5.3076 3.5769 0.2407
H -5.9170 -2.7511 0.0789
H -2.6298 -2.4977 0.9910
C 1.3677 -0.8349 2.0701
H -5.7459 4.5512 0.3976
C 4.7313 -0.2093 -1.7287
C -6.1265 2.4902 0.0187
N -6.0595 0.0262 -0.4106
C -3.9174 3.4431 0.2687
C -5.3846 -2.3339 -0.7766
F 4.7753 2.5094 0.5574
C -2.1435 -1.5200 0.9454
C 3.9427 -1.3146 -1.9973
H 0.1024 -2.1423 -0.6488
C -3.3094 2.2230 0.0739
C 3.0552 -1.8054 -1.0617
H -3.3116 4.3190 0.4482
N -0.7464 -1.7076 1.2511
H 1.9244 0.0791 2.2618



(7)
20
Properties=species:S:1:pos:R:3 method="wB97M-V/def2-TZVPD" total_charge=-1 s_squared=0.75 lumo_energy_ev="3.370 / 3.303" multiplicity=2 e_above_lowest_kcal_mol=18.4 gap_ev="2.30 / 7.89"
H 2.9856 -1.1299 0.9102
H 1.5550 0.9191 2.6975
C -0.4144 1.4897 0.9243
H -1.5261 -0.2124 -0.6077
H -2.4266 -0.3788 -4.2852
H -1.4067 1.3672 1.3433
H 0.7391 -1.7432 0.3822
O -2.9036 0.4575 -4.4631
H 2.3923 1.2377 1.2158
H -1.0759 -1.7785 -0.9580
C 0.4980 0.2924 0.9825
C 2.6335 -0.7826 1.8866
H 2.1012 -1.6343 2.3224
H -0.5448 1.8547 -0.0972
N -1.0841 -1.0467 -0.2458
C 1.8058 0.4661 1.7282
C 0.1446 -0.8369 0.3798
H 3.5022 -0.5835 2.5318
H 0.0445 2.3195 1.4800
H -3.7995 0.1782 -4.7069



(8)
16
Properties=species:S:1:pos:R:3 method="wB97M-V/def2-TZVPD" lumo_energy_ev=1.157 e_above_lowest_kcal_mol=67.3 smiles="C=CN.C=CN" gap_ev=9.47
C 6.1313 -1.1825 0.3653
H -4.7335 0.9427 -1.8294
H 5.4147 -3.1630 0.4695
H -6.4776 1.9566 0.3916
C -6.1528 1.4587 -0.4540
H 6.1545 0.2271 2.0496
H 7.3524 0.4038 0.4166
H 4.8488 -2.0364 1.8676
H -6.7223 0.0937 -1.7504
H -4.4312 2.5323 -0.6867
N 5.2018 -2.1346 0.8706
C 6.5965 -0.1350 1.0242
H -7.5311 -0.0208 -0.1955
C -4.9435 1.6195 -1.0262
H 6.3951 -1.1291 -0.6421
N -7.1031 0.5669 -0.8708



(9)
40
Properties=species:S:1:pos:R:3 method="wB97M-V/def2-TZVPD" lumo_energy_ev=0.578 e_above_lowest_kcal_mol=0.7 smiles="O=C(CCCSc1ccccc1)Nc1cccc(CO)c1" gap_ev=8.88
H -6.8935 0.5093 -1.3669
H -6.3188 0.5837 1.2158
H -2.9380 -1.7177 2.4561
C 4.4960 2.2544 -0.8193
C -2.7166 -0.6547 0.6042
H 1.4020 -1.5468 -2.4274
C 4.0065 0.8679 1.5228
H 2.9991 -3.0593 -1.2002
C -5.2856 1.5618 -1.0809
H 4.5247 4.0113 0.4027
H -2.7962 0.5000 -1.1932
C -3.3320 0.1904 -0.3115
H -5.1130 2.6003 -0.7784
C -4.6272 0.6344 -0.0884
H 4.6889 2.7912 -1.7364
H 4.1035 2.7645 2.4946
O -6.6856 1.4236 -1.1444
S 3.8978 -1.5781 0.3712
O -0.7600 -0.2166 -1.5512
H 1.1836 -1.3767 0.6133
C -0.5337 -0.9068 -0.5843
C 4.1697 2.2394 1.5533
H -1.0927 -1.7345 1.1826
N -1.4131 -1.1348 0.4342
C -4.7028 -0.6156 1.9593
C 3.1289 -1.9773 -1.2397
H 1.9422 -0.1905 -1.4439
C -5.3125 0.2300 1.0493
C 4.3466 0.8795 -0.8577
H 3.8171 0.3136 2.4298
H -4.8347 1.4196 -2.0737
H 0.5936 -2.7148 -0.3819
C 4.0890 0.1844 0.3149
H -5.2352 -0.9306 2.8444
C 0.7838 -1.6377 -0.3700
H 3.8377 -1.7419 -2.0327
C 1.7992 -1.2731 -1.4476
H 4.4379 0.3608 -1.7996
C -3.4126 -1.0577 1.7430
C 4.4070 2.9384 0.3808



(10)
10
Properties=species:S:1:pos:R:3 method="wB97M-V/def2-TZVPD" lumo_energy_ev=0.922 e_above_lowest_kcal_mol=51.0 gap_ev=10.04
H -0.2857 -2.0383 0.0552
H -1.9940 -1.9223 0.0451
N 1.6278 1.2863 -0.6475
H 2.3781 1.3782 0.0396
N -1.1161 -1.5928 0.4203
O -1.9793 0.5123 0.7702
C -1.0654 -0.2518 0.6679
H 1.7184 1.7320 -1.5468
C 0.4502 0.6962 -0.5288
O 0.2662 0.2002 0.7246



(11)
18
Properties=species:S:1:pos:R:3 method="wB97M-V/def2-TZVPD" lumo_energy_ev=0.749 e_above_lowest_kcal_mol=66.0 smiles="C=CCNC=C.O" gap_ev=8.97
H 1.1586 -3.0843 1.0357
C 1.1743 1.9973 -1.2669
H 1.4671 -1.3059 -0.4894
H 1.5969 2.8361 -0.7281
H -1.2417 0.4040 -2.3144
H -0.4664 1.6188 -0.0839
C 0.2966 -2.5168 0.7118
H 1.4671 1.9578 -2.3138
O -1.3526 1.3853 3.7579
C -0.3163 0.1271 -1.7960
H -0.8024 1.0942 3.0220
C 0.0556 1.3018 -0.9775
H 0.3518 -0.2309 -2.5757
H -0.6433 -2.7939 1.1710
C 0.4539 -1.6172 -0.2751
H -1.1529 0.7735 4.4701
N -0.6204 -1.0621 -0.9630
H -1.4259 -0.8850 -0.3848



(12)
87
Properties=species:S:1:pos:R:3 method="wB97M-V/def2-TZVPD" total_charge=+3 s_squared=6.03 lumo_energy_ev="-7.378 / -11.366" multiplicity=5 e_above_lowest_kcal_mol=27.3 gap_ev="8.27 / 4.37"
As -0.5991 3.2062 1.0250
H -2.0399 5.3543 5.1851
C 2.0161 3.6945 2.3695
H -1.5758 -2.1734 -4.5678
C 3.0093 3.0167 -1.9974
C 1.7345 3.0241 -2.5448
H -2.7986 -2.3902 2.4247
C -1.5255 4.3682 3.3498
C -0.5727 4.5628 -0.3657
C -0.0624 4.2941 3.4963
C -1.3854 -4.6228 1.1826
C -1.3769 -3.4190 0.4989
C 0.6301 3.7787 2.3845
H -0.3855 -5.7629 2.7113
H 1.4768 3.6881 -3.3580
N -0.4613 -2.4778 0.7261
Pt -0.4445 -0.0343 0.1090
C 2.5164 0.3256 0.6257
C -1.5517 4.4779 -1.3555
H -1.5573 1.3125 5.4859
C 2.0490 -1.6964 -0.6807
C -1.8035 0.5216 4.7895
C 0.5684 -3.8760 2.3473
C 0.0879 6.7131 -1.1731
C -4.2575 4.5171 2.7590
C -2.4434 -1.8138 4.4275
N -0.0588 -1.0884 -1.7903
C -0.4064 -4.8429 2.1423
H -2.4892 5.4776 -3.0039
C -0.8446 -2.1276 -3.7737
C 2.2961 1.2945 -0.5038
H 2.3936 -2.6690 -0.3262
N 1.6531 -0.8539 0.4758
H -2.1975 3.6063 -1.4077
C -2.4120 4.9335 4.2603
N 1.0585 1.3399 -1.0088
C 1.5441 -1.6138 1.7342
C 0.6758 4.7347 4.5897
H 2.2658 0.8229 1.5680
H 2.0012 -3.5724 -2.6496
C -2.2182 -0.3029 2.5328
H 2.6290 5.0052 5.4230
C -0.8982 6.6436 -2.1487
H -5.3129 4.5858 2.5336
C 1.1541 -2.9003 -2.6987
C 3.3019 2.1193 -0.9790
H 4.3001 2.0575 -0.5644
H 3.8165 4.1164 3.4543
H -1.6792 1.7283 3.0568
F -2.0889 -0.9549 6.5664
C 0.9896 -1.9114 -1.7408
H 0.7119 7.5935 -1.0973
H 3.5704 0.0364 0.6739
C 0.5096 -2.7039 1.6107
H -0.2105 2.1146 -2.4395
H -4.4532 5.4201 4.6899
C -2.3693 -0.0335 1.1227
H 2.8945 -1.2214 -1.1847
H 3.7709 3.6904 -2.3674
H 1.2554 -0.9238 2.5320
C -2.0387 3.8843 2.1364
H 0.3367 -3.7805 -4.4757
H 1.3686 -4.0363 3.0589
C -2.4942 -1.5866 3.0794
H -2.1151 -3.2012 -0.2663
H 0.1744 5.1451 5.4559
H -1.7775 -0.4743 -2.7600
H -1.0283 7.4642 -2.8418
C 2.0619 4.6596 4.5688
H -2.7236 0.9817 0.9245
C -1.8606 0.7368 3.4416
H -2.1362 -5.3700 0.9653
C 0.7880 2.1608 -2.0252
C 0.2689 5.6652 -0.2817
H 2.5327 3.3156 1.4944
C -3.3863 3.9521 1.8336
C -0.9570 -1.1815 -2.7739
H -2.6856 -2.7796 4.8514
C -2.1064 -0.7531 5.2774
H 2.5102 -2.0499 2.0094
H -2.9422 -0.7870 0.5848
C 0.2259 -3.0118 -3.7223
C -3.7703 4.9911 3.9691
C -1.7200 5.5246 -2.2446
C 2.7354 4.1519 3.4625
H 1.0352 5.7283 0.4807
H -3.7646 3.5859 0.8862



(13)
10
Properties=species:S:1:pos:R:3 method="wB97M-V/def2-TZVPD" total_charge=+2 lumo_energy_ev=-12.423 e_above_lowest_kcal_mol=22.8 gap_ev=8.76
C 0.2749 0.2333 -0.5821
Sn -2.5264 -0.6579 -0.0465
H -0.7520 -0.8043 -1.7351
O -0.7209 -0.6676 -0.7854
H 0.5545 -0.7430 1.3871
C 0.6103 0.2263 0.8917
H -0.0679 0.7331 1.5782
H -0.1991 1.1894 -0.8040
H 1.6237 0.4747 1.2069
H 1.2030 0.0160 -1.1108



(14)
21
Properties=species:S:1:pos:R:3 method="wB97M-V/def2-TZVPD" lumo_energy_ev=0.531 e_above_lowest_kcal_mol=31.2 smiles="C/C=C/C.O.O.O" gap_ev=9.66
H -2.2689 1.4061 -2.1954
O -2.3351 -0.2256 -0.4662
C 0.8173 -1.3323 1.1981
H 0.1767 -1.5647 3.2184
H 0.8111 -1.5251 -1.4539
C 1.4181 -0.5741 0.2866
H 0.3180 -2.2829 0.9563
H 1.5007 -0.0163 -1.7657
H -0.8077 1.8429 0.6190
H 1.2191 -0.1242 3.0178
H 1.8356 0.3804 0.6320
C 1.6482 -0.9038 -1.1420
H -2.7999 -1.0387 -0.6734
H -1.4035 2.4305 -2.8941
O 0.1289 1.9972 0.8034
H 0.1861 1.6743 1.7140
C 1.0364 -1.1446 2.6656
O -1.6635 1.5060 -2.9454
H 1.9049 -1.7563 3.0560
H -1.6730 -0.5289 0.1737
H 2.5289 -1.5131 -1.3711



(15)
53
Properties=species:S:1:pos:R:3 method="wB97M-V/def2-TZVPD" total_charge=-1 lumo_energy_ev=1.859 e_above_lowest_kcal_mol=47.4 gap_ev=7.74
O 9.4339 20.0848 -21.8426
O 10.2414 21.6954 -24.7403
H 12.6820 21.0098 -24.4078
H 16.3683 19.6261 -23.6669
H 12.0170 22.2417 -21.5751
H 14.5466 19.5156 -24.9181
O 10.1847 17.9484 -25.0264
H 13.5122 19.8492 -20.3098
C 13.8186 19.0854 -24.1714
H 13.1709 15.5760 -25.5824
H 12.0915 18.1845 -22.3728
O 14.6143 22.3484 -23.1212
H 16.2853 17.0360 -24.3050
H 13.6328 18.0609 -24.3695
H 12.0704 19.7907 -25.3332
O 16.6852 20.5175 -23.4756
O 13.7114 15.0605 -26.2028
H 10.9498 18.4208 -24.6818
O 11.4130 16.9800 -27.3907
H 8.7581 19.4425 -26.5049
H 13.5399 15.4164 -27.1075
H 17.1426 17.7425 -23.2545
H 11.4576 16.4380 -24.8259
O 12.3005 21.3256 -21.6101
H 10.7992 21.0258 -24.3828
H 12.1414 17.5844 -27.3316
H 17.1008 20.5273 -22.6027
O 12.0208 15.9292 -24.2940
O 11.5777 19.6678 -23.4189
H 11.7185 16.3308 -27.9857
O 11.9073 17.3358 -22.0076
H 14.2423 19.1391 -23.1677
H 11.8652 20.8995 -22.3800
H 12.4786 17.0258 -21.3375
H 8.8259 20.7745 -22.0010
H 15.1950 16.7207 -22.0708
H 14.3922 17.8630 -26.5204
H 10.0119 19.8460 -22.6004
H 13.8507 21.7916 -23.2378
H 9.6486 20.5485 -26.1230
H 10.3483 17.8183 -25.9646
O 16.3033 17.2722 -23.3973
O 9.2218 20.1624 -26.8823
H 14.3701 20.0333 -21.4475
H 12.1198 16.4652 -23.4996
H 10.4436 22.4829 -24.2550
O 14.7483 16.3790 -21.3150
C 12.5645 19.9499 -24.3695
H 15.3307 21.7135 -23.3029
H 13.9903 18.7691 -27.6413
H 14.3766 15.6466 -21.8259
O 13.8266 17.9476 -27.2538
O 14.2239 19.3676 -20.8207



no.,DFT total energy (Ha)
1,-3954.80369
2,-288.64999
3,-592.13362
4,-287.68842
5,-1247.18652
6,-1391.87203
7,-328.24363
8,-267.81810
9,-1262.64577
10,-338.57193
11,-327.02610
12,-4333.74962
13,-368.53729
14,-386.47707
15,-1301.06976